C46H93N9O11 | ωB97M-V with the def2-TZVPD basis set

Results
SMILES   O=[N+]([O-])c1ccccc1.O=[N+]([O-])c1ccccc1.COC[C@H](C)N.COC[C@H](C)N.COC[C@H](C)N.COC[C@H](C)N.COC[C@H](C)N.COC[C@H](C)N.COC[C@H](C)N.c1ccccc1
Orbital gap   8.43 eV
Highest occupied orbital energy   -9.061 eV

```
159
Properties=species:S:1:pos:R:3:forces:R:3:mulliken_charge:R:1
C -2.714295 -1.004983 4.772314 -2.013 -1.398 -0.887 -1.466
C -2.346950 0.259334 4.004547 0.141 -0.818 0.799 1.863
C -3.527644 1.137644 3.631498 0.095 -0.171 1.169 -0.958
O -4.323457 0.436703 2.710887 0.319 0.358 -0.844 -0.270
C -5.402989 1.191441 2.235924 -0.572 0.178 -0.974 -0.678
N -1.350829 0.966235 4.802485 0.654 0.322 -0.847 -0.576
H -3.556060 -1.539414 4.299804 -0.339 0.581 -0.014 0.388
H -3.030042 -0.829350 5.800798 0.310 0.128 0.077 0.385
H -2.027443 -1.847576 4.701193 0.785 0.567 0.347 0.230
H -1.847560 -0.116687 3.104786 -0.135 0.417 -0.162 -0.688
H -3.198377 2.140570 3.336148 0.089 -0.180 -0.677 0.217
H -4.101376 1.338861 4.552369 -0.143 -0.129 0.032 0.548
H -6.123530 1.326464 3.043278 -0.268 0.255 -0.165 0.414
H -5.857962 0.738708 1.348061 -0.193 -1.051 0.616 0.425
H -5.172802 2.131945 1.717189 0.706 0.455 1.039 -0.236
H -1.627474 1.052884 5.774877 -0.315 -0.052 -0.074 0.392
H -0.627048 0.254685 4.835334 0.419 0.541 0.498 -0.001
C 3.055219 -1.548797 -4.381079 0.264 1.049 0.333 -1.337
C 1.988342 -2.510858 -3.891718 0.557 0.217 -1.107 1.380
C 0.864998 -1.765108 -3.163345 1.130 -0.522 0.268 0.669
O -0.033574 -2.755936 -2.703129 -0.443 0.572 0.057 -0.488
C -1.170715 -2.170721 -2.080440 0.739 -0.589 0.236 -0.594
N 1.479623 -3.264987 -5.061592 -0.309 0.288 0.799 -0.822
H 3.818473 -2.004123 -5.010708 -0.130 -0.282 0.052 0.504
H 3.573395 -1.020870 -3.570672 0.039 -0.426 0.232 -0.017
H 2.637586 -0.696363 -4.920404 -0.272 -0.346 -0.349 0.362
H 2.480858 -3.266507 -3.274962 -0.367 0.197 0.470 -0.908
H 0.409139 -1.006313 -3.809408 -0.239 -0.297 -0.229 0.308
H 1.281660 -1.209046 -2.309454 0.003 -0.089 0.134 -0.384
H -1.843992 -1.736222 -2.822870 -0.142 0.008 0.125 0.378
H -0.836993 -1.419171 -1.353955 -0.161 0.255 -0.139 -0.075
H -1.608400 -2.984312 -1.500171 -0.521 0.155 -0.251 0.286
H 0.599731 -3.638675 -4.704833 -0.022 -0.207 -0.628 0.329
H 1.263369 -2.582073 -5.784045 -0.179 -0.144 -0.035 0.337
C -3.288966 1.272707 -4.560527 -0.302 -0.511 0.585 -1.023
C -4.381285 1.721395 -3.578880 0.949 0.755 -0.061 0.313
C -3.772692 2.624851 -2.477982 -0.161 0.204 0.056 -0.940
O -2.764403 2.045760 -1.676546 -0.513 0.152 0.076 0.509
C -3.232083 1.035950 -0.790955 0.528 -0.477 -0.694 0.082
N -5.318408 2.509005 -4.374625 -0.638 1.151 0.733 -0.830
H -2.660918 0.480396 -4.148592 0.047 0.070 -0.014 -0.060
H -2.642781 2.113359 -4.817965 -0.043 0.030 -0.058 0.176
H -3.783516 0.907425 -5.457963 0.130 -0.053 -0.075 0.523
H -4.927565 0.902305 -3.108821 0.094 -0.165 -0.258 0.467
H -4.569137 3.070462 -1.859672 -0.158 -0.367 0.171 0.101
H -3.314070 3.505602 -2.944100 0.150 -0.212 -0.268 0.433
H -3.822508 1.378654 0.060518 0.225 0.405 0.041 -0.183
H -2.305227 0.549414 -0.492481 -0.252 -0.145 0.501 -0.374
H -3.837066 0.296053 -1.323099 0.003 -0.034 -0.036 0.383
H -6.054031 2.859389 -3.752113 -0.185 -0.495 -0.175 0.283
H -4.854651 3.404227 -4.558268 0.155 -0.301 -0.544 0.317
C -8.039021 5.129695 1.670002 0.512 -0.195 -0.077 -1.505
C -6.646945 4.951541 2.293554 -0.508 -0.590 -1.086 0.792
C -5.542286 5.049220 1.230440 -0.136 1.024 1.323 -0.652
O -4.346000 4.509479 1.765224 -0.310 -0.572 -0.736 -0.255
C -3.252013 4.687987 0.886359 0.254 1.087 0.763 -0.823
N -6.512732 5.893898 3.399821 1.017 -0.115 -0.119 -0.732
H -8.748182 4.921773 2.467518 -0.297 0.202 -0.206 0.375
H -8.189670 4.437587 0.838887 -0.046 -0.161 0.145 0.372
H -8.188051 6.124753 1.245954 -0.018 0.146 0.283 0.349
H -6.604625 3.909278 2.623780 0.017 0.177 0.588 -0.019
H -5.385781 6.135799 1.151487 0.043 0.011 -0.821 0.410
H -5.843204 4.596847 0.282537 0.172 -0.083 -0.093 0.117
H -3.357976 4.291210 -0.126978 -0.196 -0.503 0.200 0.194
H -2.388095 4.302428 1.425686 0.068 -0.287 -0.349 0.254
H -3.086219 5.769476 0.773240 0.092 0.011 -0.116 0.467
H -6.401639 6.820494 2.985993 -0.405 0.024 0.051 0.315
H -5.585088 5.750415 3.802054 -0.211 -0.176 0.246 0.318
C -0.601418 -4.981177 2.670384 0.043 -0.157 -0.389 -1.679
C -0.070466 -4.528407 1.307598 -1.398 1.415 -0.137 1.566
C -0.595636 -5.381060 0.153223 1.116 -0.845 -0.427 -0.455
O -1.995676 -5.315713 0.114296 -0.231 0.192 0.258 -0.338
C -2.609851 -5.776529 -1.071371 0.020 0.139 0.404 -0.742
N -0.577397 -3.143098 1.124517 -0.159 0.226 -0.224 -0.082
H -0.506044 -6.061066 2.786129 0.208 0.039 0.270 0.361
H -1.664968 -4.747010 2.756819 -0.029 -0.075 -0.240 0.351
H -0.124827 -4.425040 3.472222 0.310 -0.175 0.111 0.445
H 1.002783 -4.354475 1.270283 0.123 -0.917 0.030 -0.951
H -0.210392 -6.409763 0.244699 -0.387 -0.188 0.281 0.599
H -0.173890 -5.085803 -0.819016 -0.002 0.559 0.105 0.221
H -2.228505 -5.267711 -1.961403 0.209 -0.064 -0.029 0.247
H -3.661880 -5.519215 -0.965378 -0.070 -0.164 -0.076 0.266
H -2.497214 -6.858221 -1.167834 0.002 -0.061 -0.167 0.290
H -1.594900 -3.177665 1.073915 0.032 -0.102 0.228 0.372
H -0.332605 -2.871230 0.176512 0.309 0.197 0.104 -0.357
C 2.104986 -0.006882 5.242348 0.820 -0.137 0.622 -1.484
C 1.651937 -1.100437 6.193254 1.007 -0.304 0.460 0.767
C 1.879014 -0.721895 7.661308 -1.034 0.234 -0.637 -1.088
O 1.521148 -1.844763 8.442832 -0.058 0.284 0.029 -0.307
C 1.580464 -1.593260 9.825825 0.589 -0.540 0.353 -0.770
N 0.261804 -1.423325 5.995075 -0.461 -0.290 0.690 -0.337
H 2.060879 -0.357558 4.211338 -0.246 0.280 -0.077 0.247
H 3.155349 0.212629 5.462154 0.029 -0.070 -0.179 0.519
H 1.582393 0.933245 5.417569 -0.353 -0.122 -0.312 0.403
H 2.317874 -1.978099 6.117759 -0.096 -0.002 -0.576 0.159
H 1.193415 0.105710 7.886674 0.172 0.183 0.216 0.368
H 2.917228 -0.416669 7.816669 0.065 -0.046 0.116 0.441
H 0.928332 -0.801715 10.204017 -0.191 0.096 -0.385 0.305
H 2.607985 -1.354544 10.123939 0.022 0.136 -0.001 0.307
H 1.326588 -2.527908 10.324429 -0.134 0.042 0.002 0.256
H 0.006720 -2.121277 6.689432 -0.183 0.123 -0.066 0.277
H 0.034158 -1.821982 5.095875 0.395 -0.058 -0.232 0.034
C 6.513422 0.576479 -2.805523 0.760 0.497 -0.575 -0.957
C 7.310732 0.874584 -4.106847 -1.020 0.672 1.364 0.491
C 7.006097 -0.155627 -5.158226 1.206 0.112 -1.697 -0.665
O 7.615002 -1.383254 -4.838366 0.199 -0.100 1.071 -0.306
C 7.640257 -2.344794 -5.846335 -0.198 0.019 -0.635 -0.706
N 6.947979 2.233667 -4.602347 -0.213 -0.467 0.206 -0.734
H 6.499930 1.456629 -2.159547 0.216 -0.049 0.097 0.389
H 6.968213 -0.249944 -2.263457 -0.397 -0.224 0.006 0.471
H 5.470976 0.415842 -3.078040 0.012 -0.400 0.126 -0.147
H 8.381712 0.903753 -3.905555 0.048 -0.404 -0.078 0.399
H 7.510277 0.241443 -6.055232 -0.232 -0.134 -0.204 0.388
H 5.953401 -0.281537 -5.434465 -0.199 0.144 0.444 0.137
H 6.649114 -2.780148 -6.020352 -0.033 -0.006 -0.007 0.237
H 8.330948 -3.143117 -5.580039 -0.046 0.056 0.274 0.254
H 7.996097 -1.924943 -6.796658 -0.048 0.092 -0.003 0.316
H 7.616041 2.898786 -4.231180 0.079 -0.026 -0.094 0.310
H 6.084291 2.462082 -4.118220 -0.130 0.202 -0.335 0.171
C 3.665456 -3.496768 0.764301 0.287 -0.932 0.168 -0.566
C 3.602319 -3.736402 -0.591514 -0.128 0.929 -1.248 -0.036
C 3.440110 -4.994562 -1.119264 0.027 -1.261 0.397 -0.612
C 3.369819 -6.096781 -0.259461 -0.794 0.394 -0.351 -0.434
C 3.322359 -5.898104 1.110821 1.325 0.230 -0.616 -0.454
C 3.584914 -4.610758 1.595774 -0.159 -0.202 0.844 -0.628
H 3.866504 -2.499943 1.130587 0.026 -0.042 0.155 0.556
H 3.728919 -2.933060 -1.313040 -0.119 0.208 0.265 0.487
H 3.386265 -5.182600 -2.183621 0.155 0.261 -0.057 0.422
H 3.303916 -7.097944 -0.666972 -0.084 0.004 -0.014 0.419
H 3.327197 -6.794355 1.717561 -0.158 0.303 0.447 0.455
H 3.797823 -4.513752 2.655063 -0.347 0.183 0.061 0.369
C 0.590847 5.377914 -2.351760 -0.821 -0.504 0.065 -0.722
C -0.416483 4.416754 -2.436459 0.527 -0.083 0.297 -0.445
C -0.176433 3.233852 -3.123296 0.066 -0.297 -0.386 0.176
C 1.044997 3.058824 -3.753957 0.568 0.904 0.575 -0.030
C 2.079103 3.997029 -3.635058 -0.324 -0.476 -0.524 -0.557
C 1.818543 5.157861 -2.955379 -0.020 0.875 0.631 -0.549
N 1.318713 1.831837 -4.491754 -0.110 -0.013 -0.028 1.154
O 0.376664 1.162844 -4.860107 -0.515 -0.156 -0.018 -0.648
O 2.472294 1.550226 -4.709920 0.558 0.127 -0.091 -0.629
H 0.390934 6.265243 -1.765790 0.185 0.124 -0.101 0.408
H -1.321006 4.541505 -1.856753 -0.155 -0.037 -0.182 0.379
H -0.879502 2.412015 -3.153877 -0.183 0.176 0.048 0.537
H 3.045555 3.843631 -4.091482 -0.066 -0.227 -0.026 0.473
H 2.560383 5.934619 -2.817619 0.237 -0.205 -0.243 0.370
C -0.287500 1.262277 1.253138 0.158 -0.163 -0.691 0.138
C 0.126997 2.357344 0.488569 0.257 -0.472 0.585 -0.157
C 1.275562 2.251993 -0.290269 -0.589 0.458 0.018 -0.926
C 1.928952 1.038167 -0.369937 0.527 0.305 0.517 0.120
C 1.548855 -0.037736 0.397913 -0.443 -1.166 0.712 -0.614
C 0.419209 0.056920 1.193249 -0.731 1.139 0.099 -0.252
N 3.239070 1.003899 -1.029085 0.909 0.461 -0.245 1.251
O 3.943825 0.023414 -0.909002 -0.452 -0.534 0.160 -0.596
O 3.620356 2.006572 -1.611983 -0.520 0.048 -0.043 -0.616
H -1.176782 1.278795 1.870753 0.103 0.415 -0.007 -0.262
H -0.370453 3.310266 0.601393 -0.054 0.017 -0.205 0.298
H 1.663054 3.134846 -0.778670 0.083 -0.157 -0.201 0.679
H 2.092859 -0.969705 0.485927 0.289 0.148 -0.548 0.246
H 0.017932 -0.740357 1.803069 0.480 -0.441 -0.182 0.466
```
Forces are in eV/Å.